Entry 1:
{"formula": "C4H6S3", "method": "the ωB97M-V functional and the def2-TZVPD basis", "elements": ["C", "C", "S", "H", "C", "S", "H", "H", "H", "S", "H", "H", "C"], "positions_angstrom": [[0.71765, -0.71888, -0.22785], [-1.76126, -1.82070, 0.33763], [0.06620, -2.23237, -0.14982], [-2.41865, -2.66674, 0.23659], [2.38882, 1.41076, -0.45899], [-2.01786, 0.88224, -0.02678], [3.02644, 1.82808, 0.21760], [2.70435, 1.64587, -1.50990], [-2.28452, -0.73086, -1.65635], [2.31204, -0.44761, -0.41363], [-1.71227, -1.60864, 1.38074], [1.31990, 1.69473, -0.26235], [-2.08818, -0.64639, -0.50666]], "total_charge": 0, "energy_ha": -1350.45715, "gap_ev": 8.0, "e_above_lowest_kj_mol": 236.15, "lumo_energy_ev": -0.2, "fmax_ev_per_a": 4.31}

Entry 2:
{"formula": "C4H7AgO2", "method": "the ωB97M-V functional and the def2-TZVPD basis", "elements": ["C", "H", "C", "O", "H", "H", "H", "H", "Ag", "C", "H", "H", "C", "O"], "positions_angstrom": [[-0.40029, -1.16680, 0.59119], [1.20181, -1.93335, -0.59444], [1.01783, -1.03801, 0.04850], [-2.89855, -0.03184, -1.64920], [-0.53078, -1.93950, 1.36199], [-0.86078, 0.90374, 0.24155], [1.01703, -0.17719, -0.66653], [-1.94954, -0.00887, 1.55018], [1.38102, 0.26346, 2.76611], [-2.65153, -0.78060, -0.73216], [-1.49173, -1.67935, -0.54462], [-3.47360, -1.24208, -0.14020], [-1.23668, -0.01013, 0.71583], [1.94817, -0.90662, 1.05151]], "total_charge": 0, "energy_ha": -453.79001, "gap_ev": 6.1, "e_above_lowest_kj_mol": 350.71, "lumo_energy_ev": -1.5, "fmax_ev_per_a": 4.14}